No. 1
Here is a molecular structure, C38H31CuF9NOPSeSi from the Open Molecules 2025 dataset. Energies are from wB97M-V/def2-TZVPD.

Its charge is -1. Its total energy is -195064.888 eV. The gap between HOMO and LUMO is 7.17 eV.

Structure (XYZ):
```
84
C38H31CuF9NOPSeSi | the Open Molecules 2025 dataset | wB97M-V/def2-TZVPD
Cu -1.38 -0.30 2.01
Se -6.00 0.91 2.21
C -4.30 0.33 2.23
N -3.20 -0.05 2.24
F -6.60 -3.87 -5.20
C -5.89 -2.76 -5.49
F -5.19 -3.03 -6.61
F -6.78 -1.80 -5.82
C -5.00 -2.34 -4.36
C -4.34 -1.12 -4.46
C -3.49 -0.71 -3.45
C -3.29 -1.52 -2.33
C -3.97 -2.73 -2.24
C -4.82 -3.14 -3.26
P -2.13 -1.11 -0.94
C -2.24 0.71 -0.91
C -1.10 1.49 -0.71
C -1.21 2.85 -0.50
C -2.46 3.45 -0.45
C -3.61 2.69 -0.63
C -3.49 1.32 -0.86
C -2.55 4.93 -0.23
F -2.23 5.62 -1.36
F -3.78 5.33 0.12
F -1.70 5.35 0.72
C -0.53 -1.42 -1.79
C 0.24 -2.45 -1.28
C 1.44 -2.82 -1.89
C 1.86 -2.13 -3.01
C 1.12 -1.08 -3.53
C -0.07 -0.73 -2.91
C 3.17 -2.51 -3.65
F 3.24 -2.12 -4.94
F 3.37 -3.84 -3.63
F 4.22 -1.96 -3.02
H -4.50 -0.48 -5.33
H -3.00 0.25 -3.52
H -3.84 -3.34 -1.36
H -5.34 -4.09 -3.18
H -0.13 1.02 -0.68
H -0.31 3.44 -0.33
H -4.58 3.14 -0.54
H -4.40 0.73 -0.95
H -0.09 -2.97 -0.39
H 2.03 -3.62 -1.48
H 1.46 -0.55 -4.40
H -0.65 0.10 -3.31
C 1.77 -1.99 4.30
C 2.59 -1.55 3.09
C 2.53 -2.65 2.02
C 4.06 -1.36 3.49
Si 1.79 -0.01 2.30
O 0.41 -0.40 1.59
C 1.52 1.39 3.55
C 0.53 2.32 3.22
C 0.26 3.41 4.04
C 0.98 3.60 5.21
C 1.96 2.68 5.56
C 2.22 1.59 4.74
C 2.99 0.69 1.03
C 2.81 0.46 -0.34
C 3.66 1.00 -1.29
C 4.74 1.78 -0.89
C 4.95 2.02 0.46
C 4.08 1.48 1.40
H 2.15 -2.94 4.70
H 0.72 -2.14 4.04
H 1.81 -1.26 5.11
H 2.96 -3.58 2.41
H 3.09 -2.37 1.12
H 1.49 -2.85 1.73
H 4.45 -2.29 3.91
H 4.20 -0.58 4.23
H 4.67 -1.11 2.62
H -0.05 2.19 2.32
H -0.51 4.12 3.76
H 0.77 4.44 5.85
H 2.52 2.81 6.48
H 2.99 0.89 5.04
H 1.97 -0.16 -0.65
H 3.49 0.81 -2.34
H 5.41 2.20 -1.63
H 5.79 2.63 0.78
H 4.25 1.70 2.45
```

---

No. 2
Here is a molecular structure, C38H31N5O4PtSSi in a non-equilibrium geometry from the Open Molecules 2025 dataset. Energies are from wB97M-V/def2-TZVPD.

Its total energy is -77511.189 eV. The gap between HOMO and LUMO is 5.50 eV.

Structure (XYZ):
```
81
C38H31N5O4PtSSi | the Open Molecules 2025 dataset | wB97M-V/def2-TZVPD
Pt -1.33 0.12 -1.53
C 7.56 -1.36 8.62
O 7.91 -1.23 7.25
C 6.90 -1.17 6.36
C 7.29 -1.06 5.02
C 6.33 -1.00 4.03
C 4.97 -1.04 4.34
C 4.60 -1.15 5.68
C 5.55 -1.21 6.68
C 3.93 -0.98 3.32
N 2.63 -1.03 3.55
C 2.04 -0.91 2.33
C 2.98 -0.78 1.33
N 4.19 -0.82 1.98
C 2.65 -0.61 -0.04
C 3.55 -0.58 -1.11
C 3.08 -0.41 -2.39
C 1.71 -0.24 -2.58
N 0.84 -0.26 -1.59
C 1.27 -0.48 -0.33
C 0.27 -0.61 0.70
N -1.04 -0.48 0.36
C -1.97 -0.66 1.29
C -1.67 -0.96 2.61
C -0.36 -1.05 3.00
C 0.64 -0.87 2.03
H 8.50 -1.41 9.17
H 6.99 -2.27 8.80
H 6.99 -0.50 8.97
H 8.34 -1.02 4.79
H 6.67 -0.91 3.00
H 3.55 -1.18 5.92
H 5.23 -1.29 7.71
H 5.09 -0.76 1.56
H 4.61 -0.71 -0.94
H 3.75 -0.41 -3.23
H 1.31 -0.09 -3.57
H -3.00 -0.54 0.97
H -2.47 -1.10 3.32
H -0.07 -1.26 4.02
C -5.51 1.03 -5.71
C -5.97 1.51 -4.49
C -5.40 1.07 -3.31
C -4.37 0.13 -3.30
C -3.93 -0.35 -4.54
C -4.49 0.09 -5.73
Si -3.59 -0.44 -1.66
C -3.93 -2.29 -1.59
C -4.98 -2.76 -0.79
C -5.40 -4.08 -0.85
C -4.77 -4.97 -1.72
C -3.71 -4.53 -2.50
C -3.29 -3.21 -2.43
H -5.95 1.38 -6.64
H -6.78 2.24 -4.47
H -5.77 1.46 -2.36
H -3.13 -1.10 -4.58
H -4.12 -0.29 -6.68
H -4.51 0.13 -0.63
H -5.49 -2.07 -0.12
H -6.22 -4.42 -0.23
H -5.10 -6.00 -1.78
H -3.21 -5.22 -3.17
H -2.44 -2.89 -3.03
N -1.35 1.20 -3.33
C -1.23 2.55 -2.80
C -2.35 3.35 -2.66
C -2.22 4.63 -2.15
C -0.96 5.10 -1.78
C 0.16 4.30 -1.92
C 0.03 3.02 -2.43
S -0.76 6.84 -1.31
O -2.05 7.22 -0.76
O 0.33 6.83 -0.36
O -0.45 7.45 -2.59
H -2.18 1.09 -3.90
H -0.54 0.98 -3.90
H -3.33 2.97 -2.96
H -3.07 5.29 -2.03
H 1.13 4.69 -1.62
H 0.90 2.39 -2.57
```